{"formula": "C26H24Cl5CsN4", "method": "ωB97M-V with the def2-TZVPD basis set", "fmax_ev_per_a": 0.3, "energy_ha": -3545.14843, "multiplicity": 1, "homo_ev": -0.22, "total_charge": -2, "relative_energy_kj_mol": 0.0, "orbital_gap_ha": 0.1525, "symbols": ["Cs", "Cl", "Cl", "Cl", "Cl", "Cl", "N", "N", "N", "N", "C", "C", "C", "C", "C", "C", "C", "C", "C", "C", "C", "C", "C", "C", "C", "C", "C", "C", "C", "C", "C", "C", "C", "C", "C", "C", "H", "H", "H", "H", "H", "H", "H", "H", "H", "H", "H", "H", "H", "H", "H", "H", "H", "H", "H", "H", "H", "H", "H", "H"], "coordinates": [[1.0562, -0.9628, -0.3124], [-0.2443, -4.7577, -2.9247], [5.5724, -5.9389, -0.9467], [4.0704, -3.3792, 0.0561], [4.1629, -7.9083, -2.9154], [1.2573, -7.3301, -3.8931], [0.2937, 3.7652, 0.3796], [-1.5153, 1.4461, -1.1584], [-1.5524, 2.1667, -2.1667], [1.6384, 2.0194, 0.6077], [-2.4416, 1.8340, -0.1271], [2.0337, -6.2189, -2.8002], [0.5411, -2.0852, 3.8827], [0.5618, 1.1127, -2.9788], [1.4040, -5.0653, -2.3405], [-2.9188, 1.8361, 2.2309], [-0.2590, 2.1518, -5.5620], [1.1532, 2.3900, 1.8443], [1.9692, -4.1600, -1.4701], [0.9036, 1.3993, -5.4233], [1.2841, 0.9159, -4.1758], [0.3461, 3.4805, 1.7211], [1.0921, 2.8586, -0.2416], [3.3305, -6.4884, -2.3660], [3.2453, -4.4788, -1.0727], [3.9520, -5.6051, -1.4868], [-4.4423, 2.8785, 0.6914], [-1.0222, 2.3903, -4.4348], [-3.6202, 2.5384, -0.3686], [-4.0930, 2.5347, 1.9947], [-0.6218, 1.8484, -3.2070], [0.5527, -0.7593, 3.1381], [-0.7358, -2.8682, 3.5717], [0.6888, -1.9877, 5.4164], [-2.0972, 1.4744, 1.1705], [-0.5445, 4.7529, -0.2644], [-1.2945, 5.0962, 0.4465], [1.2071, 2.8053, -1.3138], [-1.9369, 2.9735, -4.4936], [-1.1763, 0.9278, 1.3526], [-0.1560, -1.4254, 5.8301], [-0.5580, 2.5423, -6.5288], [1.3884, -2.6954, 3.5323], [-0.8101, -3.0745, 2.5029], [2.2156, 0.3502, -4.1387], [-3.8693, 2.8033, -1.3861], [1.5170, 1.2025, -6.2996], [-0.2970, -0.1408, 3.4870], [-1.0587, 4.3135, -1.1152], [0.7222, -2.9738, 5.9070], [1.6012, -1.4449, 5.6736], [1.3609, 1.8080, 2.7251], [-2.6317, 1.5605, 3.2379], [-0.2371, 4.0343, 2.4372], [0.0433, 5.6084, -0.6038], [-0.7905, -3.8182, 4.1176], [-1.6096, -2.2681, 3.8521], [1.4750, -0.2063, 3.3861], [-5.3661, 3.4140, 0.5039], [-4.7401, 2.8079, 2.8199]]}

***

{"formula": "C26H24ClN3O4", "method": "ωB97M-V with the def2-TZVPD basis set", "fmax_ev_per_a": 1.1, "energy_ha": -1930.58049, "smiles": "COc1ccccc1CNc1nc(Cl)c(-c2ccc(OC)c(OC)c2)n(-c2ccccc2)c1=O", "multiplicity": 1, "homo_ev": -7.38, "total_charge": 0, "orbital_gap_ha": 0.2936, "symbols": ["Cl", "O", "O", "O", "O", "N", "N", "N", "C", "C", "C", "C", "C", "C", "C", "C", "C", "C", "C", "C", "C", "C", "C", "C", "C", "C", "C", "C", "C", "C", "C", "C", "C", "C", "H", "H", "H", "H", "H", "H", "H", "H", "H", "H", "H", "H", "H", "H", "H", "H", "H", "H", "H", "H", "H", "H", "H", "H"], "coordinates": [[-1.0135, -1.0547, -2.9327], [3.6532, -4.3532, 1.7547], [2.7087, -0.0666, 1.2619], [-3.7812, 4.5132, -2.1225], [-4.5801, 1.8115, -1.4846], [0.9786, -1.6678, -1.3983], [0.9077, 0.6787, 0.0646], [2.8563, -2.3216, -0.2262], [-1.4768, 3.7923, -1.8701], [-2.3514, 1.2639, -1.2609], [2.8457, -3.6639, -0.7587], [-0.5564, 2.8062, -1.5721], [0.7925, -5.0678, -0.3410], [4.1599, -4.6317, 3.0366], [1.8693, -1.4474, -0.4678], [-3.2914, 2.2439, -1.5580], [-0.4921, 3.2081, 2.3699], [-0.0224, 0.4615, -0.9442], [-2.8445, 3.5451, -1.8609], [1.8745, 2.6958, 1.0192], [1.7631, 3.8138, 1.8264], [1.6812, -5.7209, 2.1995], [-3.3437, 5.8039, -2.4654], [-5.6430, 2.5753, -2.0092], [0.7939, 1.8361, 0.8877], [-0.9884, 1.5253, -1.2557], [0.4705, -6.2095, 1.7344], [2.4546, -4.8993, 1.3904], [0.5803, 4.0755, 2.4961], [-0.3880, 2.0834, 1.5729], [1.8944, -0.2294, 0.3620], [0.0623, -0.7151, -1.6292], [2.0091, -4.5803, 0.0985], [0.0201, -5.8845, 0.4697], [-1.2166, 1.3981, 1.4802], [2.4289, -3.6111, -1.7654], [-2.7775, 6.2688, -1.6518], [5.1069, -4.0976, 3.1007], [0.4481, -4.7982, -1.3277], [-1.4128, 3.4025, 2.8992], [-0.1215, -6.8454, 2.3760], [-2.7364, 5.7970, -3.3762], [4.3388, -5.7027, 3.1757], [3.4887, -4.2685, 3.8213], [3.3929, -2.1445, 0.6142], [2.0072, -5.9833, 3.1937], [-5.4672, 2.8470, -3.0521], [-5.8213, 3.4803, -1.4252], [-0.9271, -6.2606, 0.1151], [0.4970, 3.0382, -1.5970], [-6.5154, 1.9247, -1.9473], [-4.2518, 6.3783, -2.6442], [3.8783, -4.0196, -0.7930], [2.7937, 2.4839, 0.4960], [-1.1109, 4.7775, -2.1092], [2.6038, 4.4834, 1.9291], [0.4956, 4.9514, 3.1218], [-2.7247, 0.2811, -1.0208]]}

***

{"formula": "C26H24FeN5O3S", "method": "ωB97M-V with the def2-TZVPD basis set", "fmax_ev_per_a": 0.7, "energy_ha": -3166.61068, "multiplicity": 6, "homo_ev": [-7.81, -8.20], "total_charge": 0, "relative_energy_kj_mol": 19.4, "orbital_gap_ha": [0.2769, 0.2149], "symbols": ["Fe", "S", "O", "O", "O", "N", "N", "N", "N", "N", "C", "C", "C", "C", "C", "C", "C", "C", "C", "C", "C", "C", "C", "C", "C", "C", "C", "C", "C", "C", "C", "C", "C", "C", "C", "C", "H", "H", "H", "H", "H", "H", "H", "H", "H", "H", "H", "H", "H", "H", "H", "H", "H", "H", "H", "H", "H", "H", "H", "H"], "coordinates": [[-0.8008, -2.0934, 0.3980], [1.6156, -2.6480, 0.0605], [-0.3649, -1.2355, 2.2487], [0.9861, 1.7132, 1.7649], [-2.1537, -3.3509, -0.2990], [-2.6010, -1.1232, 1.1794], [2.6017, -0.6025, -1.2952], [-2.4707, -0.3104, 2.2157], [1.8484, -0.1538, 0.8702], [-0.5598, 0.4755, -1.6144], [-5.7145, -2.5167, -2.2097], [-1.7080, 1.3808, 4.3509], [-0.9296, 0.2856, 3.9863], [0.4553, 0.6136, 5.9227], [-3.7472, -1.0445, 0.5261], [1.5244, 2.8380, -1.0175], [1.6516, 1.2368, 0.8808], [3.0746, -0.4976, -3.6812], [-3.7605, -3.9187, -1.8969], [-4.9276, -3.6506, -2.5388], [3.5227, 3.6835, -2.0603], [-3.2556, -3.0533, -0.8779], [2.3132, 2.0761, -0.1612], [2.1379, 3.6350, -1.9717], [0.1553, -0.0949, 4.7723], [1.9173, 0.4043, -4.0893], [-1.2267, -0.4753, 2.7569], [-5.2910, -1.6847, -1.2255], [3.7023, 2.1179, -0.2488], [-1.3939, 2.0948, 5.4948], [2.7426, -1.4058, -2.5063], [4.3065, 2.9312, -1.1961], [-0.7411, -0.4725, -0.9745], [-4.0649, -1.9057, -0.5279], [2.0665, -1.0166, -0.1714], [-0.3167, 1.7105, 6.2806], [2.8481, 0.3758, -1.3780], [-6.6379, -2.3288, -2.7376], [0.4483, 2.7637, -0.9534], [1.5447, 1.0006, -3.2568], [3.3710, -1.1342, -4.5173], [-0.0769, 2.2685, 7.1762], [3.9570, 0.1015, -3.4309], [4.3044, 1.5168, 0.4223], [-4.4573, -0.2863, 0.8448], [1.5307, 4.2156, -2.6533], [5.3851, 2.9765, -1.2599], [3.9938, 4.3087, -2.8070], [3.5233, -2.1527, -2.3480], [-2.5413, 1.6673, 3.7272], [-1.9874, 2.9548, 5.7733], [1.2926, 0.3153, 6.5392], [-5.8791, -0.8196, -0.9466], [0.7524, -0.9450, 4.4710], [1.0735, -0.1879, -4.4443], [-3.1601, -4.7829, -2.1435], [1.8020, -1.9367, -2.6696], [-5.2698, -4.3180, -3.3193], [2.2169, 1.0819, -4.8887], [1.3725, -0.5968, 1.6558]]}

***

{"formula": "C26H24N2O3S", "method": "ωB97M-V with the def2-TZVPD basis set", "fmax_ev_per_a": 1.2, "energy_ha": -1738.66337, "smiles": "CCc1cccc(CC)c1NC(=O)COC(=O)c1ccccc1-c1nc2ccccc2s1", "multiplicity": 1, "homo_ev": -8.84, "total_charge": 0, "relative_energy_kj_mol": 11.3, "orbital_gap_ha": 0.3094, "symbols": ["S", "O", "O", "O", "N", "N", "C", "C", "C", "C", "C", "C", "C", "C", "C", "C", "C", "C", "C", "C", "C", "C", "C", "C", "C", "C", "C", "C", "C", "C", "C", "C", "H", "H", "H", "H", "H", "H", "H", "H", "H", "H", "H", "H", "H", "H", "H", "H", "H", "H", "H", "H", "H", "H", "H", "H"], "coordinates": [[-2.8973, -1.5196, 1.7023], [-0.9289, 1.5812, -1.2426], [-2.7163, 1.6775, -2.6084], [2.2149, 0.5955, -2.5586], [1.3171, 0.5699, -0.4711], [-2.4220, -0.6733, -0.6981], [1.2804, 0.7465, -1.8032], [-1.7802, -4.7370, -0.4819], [-2.1743, -4.0295, 0.6368], [2.4591, 0.2253, 0.3008], [-2.8103, -0.2612, 0.4535], [-1.7747, -2.7421, -1.8432], [1.6100, -2.8078, -0.4841], [-0.0972, 1.1687, -2.3199], [3.5305, 1.1141, 0.4074], [2.4648, -0.9967, 0.9761], [-2.3762, -2.6662, 0.5069], [3.5233, 2.4484, -0.2839], [2.5195, 3.4138, 0.3501], [1.3560, -1.9935, 0.7860], [-2.9653, 2.0844, -0.2513], [4.6265, -0.4520, 1.8816], [3.5573, -1.3201, 1.7677], [-4.0343, 3.7253, 1.1392], [-3.3981, 3.3836, -0.0433], [-3.8265, 1.4649, 1.9145], [-2.2373, 1.7345, -1.5117], [-2.1750, -2.0082, -0.7291], [-1.5860, -4.1000, -1.7078], [-4.2396, 2.7670, 2.1193], [4.6104, 0.7511, 1.2017], [-3.1895, 1.1060, 0.7279], [2.7325, 3.5368, 1.4104], [1.5011, 3.0481, 0.2443], [-1.6216, -5.8020, -0.4057], [5.4736, -0.7144, 2.4977], [-4.0020, 0.7119, 2.6691], [0.3878, -1.4944, 0.7073], [2.5660, -3.3212, -0.4115], [4.5221, 2.8841, -0.2175], [0.8253, -3.5464, -0.6277], [-0.5675, 0.3284, -2.8438], [-1.6308, -2.2393, -2.7858], [5.4480, 1.4276, 1.2899], [-1.2804, -4.6834, -2.5630], [-2.3285, -4.5200, 1.5851], [-4.7316, 3.0339, 3.0422], [3.2904, 2.3134, -1.3406], [1.3169, -2.6666, 1.6449], [0.0279, 1.9834, -3.0412], [-4.3683, 4.7396, 1.2956], [3.5688, -2.2654, 2.2906], [2.5848, 4.3874, -0.1301], [-3.2319, 4.1254, -0.8097], [1.6407, -2.1564, -1.3541], [0.4359, 0.6388, 0.0198]]}